DFT (ωB97M-V/def2-TZVPD) results for C47H42I2KN7O2 as an isolated structure in a non-equilibrium geometry.

Output
Multiplicity: 1
Net charge: -2
E_LUMO (eV): 3.1829
ΔE to the lowest compared entry with this formula, charge and spin (kcal/mol): 0.0
Kohn-Sham gap (eV): 4.53

Last column: Löwdin charge in e.
Positions of all 101 atoms, in Å:
1 K -17.8982 -13.7130 3.2105  0.745
2 C -20.0640 -7.2657 6.5098  -0.034
3 C -20.7670 -7.4903 5.2028  -0.200
4 C -21.7568 -6.6551 4.6573  -0.066
5 C -22.5824 -7.0417 3.6040  -0.120
6 C -22.4486 -8.3323 3.1135  -0.080
7 C -21.3919 -9.1338 3.5821  -0.037
8 C -20.5940 -8.7656 4.6348  -0.208
9 N -19.5772 -9.6359 5.0617  0.138
10 C -19.5222 -11.0654 5.1369  -0.427
11 N -20.6292 -11.7740 4.9487  0.076
12 C -21.8494 -11.4041 5.5280  -0.240
13 C -23.0210 -11.5723 4.7302  -0.036
14 C -24.2461 -11.3390 5.3198  -0.132
15 C -24.4008 -10.8361 6.5810  -0.130
16 C -23.2553 -10.6245 7.3368  -0.068
17 C -21.9954 -10.9769 6.8601  -0.217
18 C -20.8307 -10.8413 7.8067  -0.042
19 N -18.3574 -11.6702 5.2291  0.068
20 C -17.2034 -10.9106 5.0865  -0.267
21 C -17.0465 -10.0133 3.9746  -0.031
22 C -16.0360 -9.0889 3.9625  -0.106
23 C -15.1300 -9.0348 5.0093  -0.092
24 C -15.2899 -9.9926 6.0917  -0.066
25 C -16.2641 -10.9671 6.1430  -0.203
26 C -16.5385 -12.0773 7.2045  -0.046
27 H -20.5099 -6.4234 6.9902  0.066
28 H -19.0058 -7.1161 6.4025  0.078
29 H -20.2454 -8.1449 7.0964  0.058
30 H -21.7287 -5.6085 5.0084  0.105
31 H -23.2197 -6.3201 3.1183  0.085
32 H -23.1573 -8.7086 2.3439  0.110
33 H -21.2091 -10.0990 3.0822  0.110
34 H -18.8166 -9.1281 5.4343  0.107
35 H -20.2798 -13.4333 4.5393  0.054
36 H -25.1197 -11.2842 4.6628  0.097
37 H -25.3924 -10.5428 6.9077  0.087
38 H -23.3194 -10.1657 8.3043  0.090
39 H -21.1052 -10.4067 8.7973  0.087
40 H -20.0024 -10.2472 7.3927  0.055
41 H -20.4770 -11.8881 7.9112  0.069
42 H -17.7953 -9.9716 3.2088  0.098
43 H -15.9188 -8.4482 3.0915  0.097
44 H -14.2967 -8.3735 5.0292  0.071
45 H -14.4916 -9.9106 6.8419  0.091
46 H -15.8162 -12.0138 8.0444  0.073
47 H -16.4073 -13.0481 6.7206  0.057
48 H -17.5940 -12.0363 7.4719  0.047
49 I -13.9628 -17.3871 4.3392  0.842
50 C -15.4941 -17.9714 3.0509  -0.679
51 C -15.5546 -19.2394 2.5261  -0.287
52 C -16.4719 -19.6397 1.5999  -0.684
53 I -16.4545 -21.6652 1.0040  0.780
54 C -17.4459 -18.6530 1.1549  -0.209
55 C -18.5503 -18.9226 0.2974  -0.061
56 C -19.3398 -17.9000 -0.1385  -0.082
57 C -19.1534 -16.6333 0.4338  -0.174
58 N -18.2709 -16.3324 1.3534  0.117
59 C -17.4367 -17.3589 1.7551  -0.105
60 C -16.4412 -16.9739 2.8524  -0.497
61 O -16.4688 -15.8605 3.4391  -0.224
62 H -14.7115 -19.9027 2.7709  0.074
63 H -18.5764 -19.9904 -0.0445  0.063
64 H -20.1273 -17.9885 -0.8683  0.092
65 H -19.7509 -15.8066 -0.0090  0.109
66 C -21.5820 -16.3702 4.0654  -0.090
67 C -21.4218 -14.9120 3.6965  -0.313
68 O -20.2926 -14.4868 4.4738  -0.218
69 H -22.4447 -16.7821 3.4496  0.087
70 H -21.7303 -16.6124 5.0837  0.043
71 H -20.7107 -16.9444 3.7004  0.076
72 H -22.3312 -14.3869 3.8826  0.086
73 H -21.2788 -14.8371 2.6254  0.098
74 H -22.8973 -11.9222 3.7562  0.086
75 N -17.4119 -18.4872 9.7072  0.139
76 C -17.9004 -17.5547 9.2534  -0.202
77 C -18.5597 -16.4395 8.6443  -0.216
78 C -19.9600 -16.3389 8.6286  -0.021
79 C -20.5235 -15.3015 7.9333  -0.034
80 C -19.6685 -14.4512 7.2173  -0.106
81 N -18.3398 -14.5773 7.1442  0.114
82 C -17.8215 -15.5331 7.8856  -0.089
83 H -20.4461 -17.1047 9.1700  0.102
84 H -21.5635 -15.1728 7.8775  0.096
85 H -20.1446 -13.5633 6.7672  0.090
86 H -16.7316 -15.6963 7.7735  0.135
87 C -19.4174 -12.5233 0.6560  -0.067
88 C -18.6980 -11.3493 0.6124  -0.344
89 C -19.3591 -10.0329 0.7283  -0.091
90 C -18.6720 -8.8820 0.5890  -0.096
91 C -17.2771 -8.8073 0.3481  -0.300
92 C -16.5843 -10.0956 0.3894  -0.069
93 C -17.2598 -11.2641 0.4568  -0.103
94 C -16.5504 -7.6577 0.1691  -0.309
95 N -15.9345 -6.6936 -0.0413  0.071
96 H -18.8812 -13.4638 0.6468  -0.003
97 H -20.4610 -12.5195 0.8081  0.013
98 H -20.4065 -10.0129 0.9432  0.074
99 H -19.2326 -7.9213 0.6707  0.118
100 H -15.4785 -10.1601 0.3444  0.115
101 H -16.7274 -12.1832 0.5185  0.085

DFT (ωB97M-V/def2-TZVPD) results for C47H43BrINO3P2PdSTe as an isolated structure.

Output
Multiplicity: 5
Net charge: 0
E_LUMO (alpha / beta) (eV): -0.0427 / -2.4803
ΔE to the lowest compared entry with this formula, charge and spin (kcal/mol): 60.3
Kohn-Sham gap (alpha / beta) (eV): 6.87 / 5.37

Last column: Mulliken spin population.
Positions of all 101 atoms, in Å:
1 Pd 0.9837 -0.7438 -0.3655  1.112
2 Te 1.2542 2.8402 -0.3084  0.598
3 C -0.0472 4.4775 -0.6188  -0.014
4 C 0.4736 5.7646 -0.6354  0.010
5 C -0.4092 6.8281 -0.7614  -0.008
6 N -1.7267 6.6873 -0.8667  0.030
7 C -2.2072 5.4484 -0.8513  -0.007
8 C -1.4190 4.3126 -0.7359  0.041
9 C -0.2065 1.3659 -0.2096  0.125
10 P -0.6474 0.7391 1.4400  -0.062
11 C 0.8911 0.4180 2.3786  -0.114
12 C 3.3831 -0.1186 1.6670  -0.169
13 C 4.3400 -0.9477 2.5077  0.002
14 C 4.3653 -0.7088 3.8093  0.005
15 C 1.9174 -0.1779 4.5076  0.034
16 C 0.9241 0.6229 3.7001  0.011
17 C -1.2830 2.2703 2.2257  0.037
18 C -0.4917 3.3578 2.5997  0.042
19 C -1.0770 4.5412 3.0223  0.005
20 C -2.4588 4.6546 3.0837  0.008
21 C -3.2556 3.5741 2.7368  0.002
22 C -2.6695 2.3894 2.3132  0.014
23 P -0.7133 0.5365 -1.6728  0.330
24 C -2.2056 -0.3973 -1.2796  0.097
25 C -2.2168 -1.7570 -1.5669  0.030
26 C -3.3275 -2.5231 -1.2324  0.003
27 C -4.4162 -1.9318 -0.6156  -0.002
28 C -4.4077 -0.5700 -0.3266  0.007
29 C -3.3050 0.1969 -0.6552  0.005
30 C -1.1449 1.7414 -2.9771  0.194
31 C -2.4723 1.9192 -3.3607  0.015
32 C -2.8020 2.8869 -4.2979  0.000
33 C -1.8138 3.6739 -4.8700  0.011
34 C -0.4861 3.4664 -4.5258  0.000
35 C -0.1499 2.4959 -3.5962  0.041
36 H 1.5354 5.9600 -0.5447  0.001
37 H -0.0303 7.8446 -0.7764  -0.001
38 H -3.2846 5.3488 -0.9357  -0.001
39 H -1.8723 3.3305 -0.7211  0.005
40 H 3.6293 -0.2249 0.6092  0.091
41 H 4.9296 -1.7254 2.0406  0.000
42 H 4.9795 -1.2840 4.4899  0.000
43 H 1.6773 -0.0988 5.5669  0.004
44 H 0.1939 1.2339 4.2175  0.011
45 H 0.5878 3.2731 2.5568  -0.006
46 H -0.4507 5.3794 3.3011  0.001
47 H -2.9125 5.5813 3.4102  0.001
48 H -4.3337 3.6501 2.7995  0.001
49 H -3.2900 1.5407 2.0494  0.006
50 H -1.3390 -2.2106 -2.0135  -0.011
51 H -3.3259 -3.5860 -1.4343  0.000
52 H -5.2745 -2.5327 -0.3439  0.000
53 H -5.2592 -0.1130 0.1616  0.001
54 H -3.2855 1.2546 -0.4199  0.000
55 H -3.2609 1.3164 -2.9310  0.006
56 H -3.8380 3.0216 -4.5804  0.001
57 H -2.0762 4.4339 -5.5943  0.001
58 H 0.2952 4.0525 -4.9918  0.000
59 H 0.8910 2.3145 -3.3734  -0.028
60 C 3.7689 -3.1609 -1.9198  0.002
61 C 3.0744 -3.2623 -3.2640  0.008
62 S 1.2769 -3.1698 -3.1569  0.007
63 O 0.9463 -1.7239 -2.9014  0.025
64 C 0.9489 -3.3717 -4.9245  0.001
65 C 1.0145 -4.8179 -5.3801  0.000
66 H 4.8480 -3.1671 -2.0827  -0.004
67 H 3.4850 -3.9803 -1.2616  0.001
68 H 3.5024 -2.2309 -1.4193  0.004
69 H 3.3019 -4.2087 -3.7595  0.002
70 H 3.3575 -2.4432 -3.9325  -0.004
71 H 1.6282 -2.7216 -5.4822  0.000
72 H -0.0584 -2.9647 -5.0366  0.000
73 H 2.0078 -5.2459 -5.2453  0.000
74 H 0.7713 -4.8790 -6.4411  0.000
75 H 0.3066 -5.4384 -4.8306  0.000
76 Br -3.9337 -4.4576 4.0798  0.000
77 C -2.4522 -4.3181 2.9009  0.002
78 C -2.2634 -3.1481 2.1867  0.007
79 C -1.1734 -3.0584 1.3360  0.025
80 C -0.2811 -4.1110 1.1921  -0.015
81 C -0.5000 -5.2788 1.9146  0.001
82 C -1.5813 -5.3902 2.7734  0.000
83 C 0.9394 -4.0098 0.2882  0.002
84 O 1.6485 -5.0039 0.1513  0.016
85 O 1.1473 -2.8779 -0.2746  0.053
86 H -2.9493 -2.3181 2.2926  0.001
87 H -1.0246 -2.1428 0.7801  -0.017
88 H 0.1961 -6.0977 1.7903  0.000
89 H -1.7482 -6.2951 3.3414  0.000
90 I 3.0215 0.9263 -2.0511  0.454
91 C 3.4389 0.3614 4.3459  -0.005
92 C 3.5450 1.5511 3.4138  0.009
93 C 3.5504 1.3202 2.1099  0.017
94 C 1.9060 -0.5895 1.9066  0.826
95 C 1.7834 -1.8270 2.7278  -0.013
96 C 1.7829 -1.6151 4.0391  0.048
97 H 3.7542 0.6607 5.3452  -0.001
98 H 3.6351 2.5486 3.8262  0.001
99 H 3.6755 2.1047 1.3761  -0.008
100 H 1.8442 -2.8130 2.2874  0.048
101 H 1.8000 -2.4282 4.7542  -0.006

DFT (ωB97M-V/def2-TZVPD) results for C47H43N6PrSi as an isolated structure.

Output
Multiplicity: 3
Net charge: 0
E_LUMO (alpha / beta) (eV): -1.0886 / -1.0831
Kohn-Sham gap (alpha / beta) (eV): 6.60 / 6.58

Last column: Mulliken spin population.
Positions of all 98 atoms, in Å:
1 Pr -0.8329 -0.0944 -0.7753  2.024
2 C 1.1004 -1.0164 0.6595  -0.015
3 Si 2.5465 -1.8621 -0.0131  0.003
4 C 3.1078 -0.7672 -1.4536  -0.001
5 N 1.9426 -0.3228 -2.2537  -0.009
6 C 1.5328 -1.3710 -3.2135  0.003
7 C 2.2294 -1.3043 -4.5937  0.000
8 C 3.4365 -0.3707 -4.5766  0.000
9 C 3.0032 1.0304 -4.1418  0.000
10 C 2.1166 1.0012 -2.8741  0.005
11 C 2.0854 -3.5656 -0.6726  -0.001
12 C 0.8004 -4.0743 -0.4538  0.001
13 C 0.4002 -5.2950 -0.9882  0.000
14 C 1.2875 -6.0354 -1.7584  0.000
15 C 2.5725 -5.5537 -1.9836  0.000
16 C 2.9620 -4.3345 -1.4452  0.000
17 C 4.0412 -2.0581 1.1153  0.000
18 C 4.5968 -0.9135 1.6996  0.000
19 C 5.6815 -0.9950 2.5614  0.000
20 C 6.2361 -2.2336 2.8634  0.000
21 C 5.6986 -3.3830 2.3019  0.000
22 C 4.6135 -3.2931 1.4355  0.000
23 H 1.4459 -0.0298 1.0169  0.002
24 H 0.7256 -1.5359 1.5480  0.001
25 H 3.8726 -1.2602 -2.0676  0.000
26 H 3.5881 0.1144 -1.0168  0.000
27 H 0.4483 -1.3437 -3.3573  -0.002
28 H 1.7520 -2.3291 -2.7452  0.000
29 H 1.5309 -0.9390 -5.3502  0.000
30 H 2.5179 -2.3100 -4.9042  0.000
31 H 3.8883 -0.3284 -5.5696  0.000
32 H 4.2043 -0.7546 -3.9038  0.000
33 H 2.4336 1.4840 -4.9584  0.000
34 H 3.8754 1.6654 -3.9807  0.000
35 H 1.1312 1.3996 -3.1182  -0.001
36 H 2.5302 1.6564 -2.1079  -0.001
37 H 0.1082 -3.5066 0.1616  0.000
38 H -0.5990 -5.6715 -0.8008  0.000
39 H 0.9813 -6.9852 -2.1791  0.000
40 H 3.2691 -6.1301 -2.5803  0.000
41 H 3.9695 -3.9729 -1.6363  0.000
42 H 4.1656 0.0624 1.4863  0.000
43 H 6.0929 -0.0950 3.0022  0.000
44 H 7.0808 -2.3008 3.5383  0.000
45 H 6.1227 -4.3516 2.5394  0.000
46 H 4.2002 -4.2025 1.0107  0.000
47 C -7.0014 0.6521 1.4162  0.000
48 C -7.1172 1.1460 0.1195  0.000
49 C -6.0410 1.1102 -0.7489  0.000
50 C -4.8208 0.5787 -0.3267  0.002
51 C -4.7127 0.0769 0.9593  -0.003
52 C -5.7947 0.1160 1.8313  0.000
53 N -3.6524 0.5116 -1.1980  0.002
54 N -3.8586 1.1090 -2.2517  -0.001
55 C -2.8855 1.1474 -3.2829  -0.004
56 C -3.4138 1.7558 -4.4246  -0.001
57 C -2.6491 1.8813 -5.5684  0.001
58 C -1.3488 1.4024 -5.5369  -0.001
59 C -0.8458 0.8194 -4.3778  0.008
60 C -1.5744 0.6507 -3.1946  -0.003
61 H -7.8487 0.6848 2.0914  0.000
62 H -8.0602 1.5594 -0.2175  0.000
63 H -6.1331 1.4909 -1.7549  0.000
64 H -3.7726 -0.3333 1.2834  0.002
65 H -5.6841 -0.2733 2.8361  0.000
66 H -4.4338 2.1205 -4.3843  0.000
67 H -3.0512 2.3471 -6.4582  0.000
68 H -0.7159 1.4896 -6.4139  0.000
69 H 0.1822 0.4956 -4.4234  0.000
70 N -1.6608 5.4283 8.4917  0.000
71 C -1.5862 4.8249 7.5158  0.000
72 C -1.4917 4.0660 6.2884  0.000
73 C -0.5118 3.0876 6.1513  0.000
74 C -0.4257 2.3580 4.9772  0.000
75 C -1.3064 2.6049 3.9315  0.000
76 C -2.2808 3.5915 4.0704  0.000
77 C -2.3802 4.3166 5.2453  0.000
78 C -1.2248 1.8312 2.6524  0.006
79 C -0.6973 2.5360 1.5579  0.002
80 C -0.1195 3.8269 1.6156  -0.001
81 C 0.3264 4.1402 0.3452  0.001
82 C -0.0091 3.0399 -0.4565  -0.002
83 N -0.6104 2.0748 0.2497  -0.008
84 C -1.6534 0.5074 2.7099  0.006
85 C -2.1035 -0.1693 3.8831  0.000
86 C -2.3141 -1.4802 3.5317  0.000
87 C -1.9957 -1.5607 2.1554  0.001
88 N -1.6268 -0.3935 1.6542  -0.013
89 H 0.1767 2.9035 6.9645  0.000
90 H 0.3355 1.5940 4.8658  0.000
91 H -2.9638 3.7829 3.2509  0.000
92 H -3.1401 5.0774 5.3598  0.000
93 H -0.0349 4.4368 2.5030  0.000
94 H 0.8293 5.0381 0.0203  0.000
95 H 0.1429 2.9363 -1.5242  -0.001
96 H -2.2385 0.2753 4.8580  0.000
97 H -2.6424 -2.2926 4.1614  0.000
98 H -2.0532 -2.4441 1.5296  -0.001